(1)
ORCA calculation (ωB97M-V/def2-TZVPD) on an isolated molecule of C3H5NO2.

Last column: natural (NBO) charge in e.
Element x y z (Å)
O  -0.458  -0.660  -2.530  -0.599
C  -0.185  -0.416  -1.384  0.876
N  -1.064  -0.207  -0.343  -0.646
C  -0.398  0.221  0.867  -0.242
C  1.086  0.087  0.455  -0.078
O  1.086  -0.317  -0.913  -0.490
H  -1.954  0.183  -0.602  0.409
H  -0.664  1.249  1.142  0.193
H  -0.647  -0.433  1.708  0.196
H  1.614  -0.672  1.038  0.190
H  1.620  1.037  0.534  0.189

Cartesian forces (eV/Å) of the 3 atoms listed first:
O 0.2 0.1 0.5
C -0.2 0.0 -0.4
N 0.0 0.1 -0.2

Output
- energy relative to the best compared isomer or geometry (same formula, charge and spin) (kcal per mole) = 4.8
- Kohn-Sham gap (eV) = 10.9
- E_LUMO (eV) = 0.75
- E_tot (eV) = -8777.486
- max |F| (eV/A) = 0.58
- M (g mol⁻¹) = 87.08

(2)
ORCA calculation (ωB97M-V/def2-TZVPD) on a structure of composition C3H5NO2 in a non-equilibrium geometry.

Last column: natural (NBO) charge in e.
Element x y z (Å)
C  1.221  -1.466  0.294  -0.733
C  0.899  -0.015  0.544  0.662
C  -1.144  -0.007  -0.811  0.493
H  0.690  -2.261  1.031  0.278
H  2.413  -1.495  0.249  0.278
H  0.618  -1.689  -0.901  0.219
H  -0.248  1.709  0.033  0.439
H  -0.922  -1.123  -1.058  0.137
N  -0.365  0.630  0.218  -0.660
O  1.575  0.787  1.119  -0.550
O  -2.306  0.385  -1.249  -0.563

Cartesian forces (eV/Å) of the 3 atoms listed first:
C -0.9 -1.5 -2.6
C -1.8 2.0 1.0
C -5.9 0.1 -0.2

Output
- energy relative to the best compared isomer or geometry (same formula, charge and spin) (kcal per mole) = 64.0
- Kohn-Sham gap (eV) = 10.7
- E_LUMO (eV) = 0.46
- E_tot (eV) = -8774.921
- max |F| (eV/A) = 6.24
- M (g mol⁻¹) = 87.08

(3)
ORCA calculation (ωB97M-V/def2-TZVPD) on an isolated molecule of C3H5NO2 in a non-equilibrium geometry.

Last column: natural (NBO) charge in e.
Element x y z (Å)
H  2.853  0.897  0.212  0.341
N  2.107  0.372  0.648  -0.652
C  1.144  0.291  -0.163  0.405
O  0.496  -0.927  -0.118  -0.524
C  -1.009  -0.997  0.134  -0.187
C  -1.316  0.446  -0.017  0.397
O  -0.595  1.246  0.541  -0.488
H  0.991  0.918  -1.057  0.146
H  -1.007  -1.401  1.141  0.228
H  -1.661  -1.627  -0.516  0.202
H  -2.001  0.781  -0.806  0.133

Cartesian forces (eV/Å) of the 3 atoms listed first:
H 0.0 1.0 0.4
N 0.2 -0.5 -0.8
C 1.7 -1.3 -0.3

Output
- energy relative to the best compared isomer or geometry (same formula, charge and spin) (kcal per mole) = 84.3
- Kohn-Sham gap (eV) = 9.6
- E_LUMO (eV) = -0.17
- E_tot (eV) = -8774.041
- max |F| (eV/A) = 2.30
- M (g mol⁻¹) = 87.08

(4)
ORCA calculation (ωB97M-V/def2-TZVPD) on an isolated molecule of C3H5NO2 in a non-equilibrium geometry.

Last column: Löwdin spin population.
Element x y z (Å)
C  2.273  -0.438  0.284  0.510
C  -0.476  -0.271  -0.420  0.637
C  -1.833  -0.282  0.218  0.087
N  1.504  0.791  -0.091  0.194
O  3.401  -0.583  -0.060  0.282
O  0.171  0.786  0.114  0.180
H  -0.357  -0.772  -1.326  0.047
H  -2.336  0.783  -0.026  0.033
H  -1.832  -0.489  1.381  0.020
H  -2.582  -1.065  -0.229  -0.001
H  2.067  1.540  0.155  0.010

Cartesian forces (eV/Å) of the 3 atoms listed first:
C -0.3 1.8 -1.3
C -2.8 -0.3 2.3
C -2.3 0.1 0.2

Output
- energy relative to the best compared isomer or geometry (same formula, charge and spin) (kcal per mole) = 41.6
- Kohn-Sham gap (spin up / spin down) (eV) = 8.2 / 8.9
- E_LUMO (spin up / spin down) (eV) = 1.03 / -1.16
- E_tot (eV) = -8770.701
- max |F| (eV/A) = 5.95
- spin multiplicity = 3
- expectation value of S² = 2.007
- M (g mol⁻¹) = 87.08

(5)
ORCA calculation (ωB97M-V/def2-TZVPD) on an isolated molecule of C3H5NO2S in a non-equilibrium geometry.

Last column: natural (NBO) charge in e.
Element x y z (Å)
C  -1.277  -0.452  1.497  0.760
C  0.727  -0.728  -0.493  -0.606
C  -0.089  0.571  -0.335  0.255
N  -0.811  0.517  0.979  -0.422
O  -2.040  -0.966  2.308  -0.583
O  0.789  1.635  -0.355  -0.689
S  -0.180  -2.182  -0.639  -0.338
H  1.223  -0.659  -1.362  0.229
H  1.536  -0.753  0.254  0.207
H  -0.797  0.762  -1.111  0.183
H  -1.618  -1.671  2.696  0.527
H  0.247  2.404  0.019  0.476

Cartesian forces (eV/Å) of the 3 atoms listed first:
C 2.6 0.8 -4.0
C -0.7 0.8 2.5
C 1.0 -0.8 0.6

Output
- energy relative to the best compared isomer or geometry (same formula, charge and spin) (kcal per mole) = 89.0
- Kohn-Sham gap (spin up / spin down) (eV) = 7.0 / 7.0
- E_LUMO (spin up / spin down) (eV) = -0.61 / -0.60
- E_tot (eV) = -19608.654
- max |F| (eV/A) = 4.80
- M (g mol⁻¹) = 119.14

(6)
ORCA calculation (ωB97M-V/def2-TZVPD) on a structure of composition C3H5NO2S in a non-equilibrium geometry.

Last column: natural (NBO) charge in e.
Element x y z (Å)
C  0.683  -0.550  1.907  -0.750
C  -0.401  -0.224  0.976  0.745
C  -0.103  0.449  -2.344  -0.116
H  -0.080  -0.724  2.881  0.266
H  1.525  0.353  2.077  0.285
H  1.397  -1.538  1.579  0.263
H  -1.411  1.065  -0.974  0.403
H  -0.719  1.320  -2.819  0.201
N  -0.810  -0.055  -1.246  -0.292
O  -1.327  0.569  1.252  -0.584
O  -0.138  -0.662  -0.299  -0.331
S  1.386  -0.003  -2.991  -0.091

Cartesian forces (eV/Å) of the 3 atoms listed first:
C 1.8 -1.8 2.7
C -1.6 3.6 -0.6
C 1.2 0.2 -1.1

Output
- energy relative to the best compared isomer or geometry (same formula, charge and spin) (kcal per mole) = 112.1
- Kohn-Sham gap (eV) = 8.8
- E_LUMO (eV) = 0.00
- E_tot (eV) = -19607.648
- max |F| (eV/A) = 8.32
- M (g mol⁻¹) = 119.14

(7)
ORCA calculation (ωB97M-V/def2-TZVPD) on an isolated molecule of C3H5NO2S in a non-equilibrium geometry.

Last column: natural (NBO) charge in e.
Element x y z (Å)
C  0.960  -0.953  1.097  -0.652
C  0.166  -0.203  0.075  0.165
N  -0.406  -0.841  -0.866  -0.547
S  -1.284  -0.115  -2.135  0.163
C  0.207  1.341  0.200  0.724
O  1.192  1.861  0.629  -0.541
O  -0.901  2.029  -0.067  -0.662
H  0.880  -2.009  0.865  0.237
H  1.976  -0.535  1.067  0.252
H  0.559  -0.756  2.106  0.230
H  -1.682  -1.291  -2.645  0.132
H  -1.668  1.474  -0.325  0.501

Cartesian forces (eV/Å) of the 3 atoms listed first:
C -0.2 0.7 0.2
C -0.5 0.7 -0.8
N 0.0 -0.1 0.2

Output
- energy relative to the best compared isomer or geometry (same formula, charge and spin) (kcal per mole) = 17.8
- Kohn-Sham gap (eV) = 10.0
- E_LUMO (eV) = 0.42
- E_tot (eV) = -19611.741
- max |F| (eV/A) = 1.48
- M (g mol⁻¹) = 119.14

(8)
ORCA calculation (ωB97M-V/def2-TZVPD) on an isolated molecule of C3H5NO2Si in a non-equilibrium geometry.

Last column: natural (NBO) charge in e.
Element x y z (Å)
C  -0.712  -0.718  1.434  0.663
C  1.645  0.059  1.987  0.396
C  -1.158  -0.139  0.100  -0.146
N  0.567  -0.341  1.781  -0.622
O  -1.380  -1.435  2.120  -0.473
O  -0.312  0.804  -0.447  -0.874
Si  0.963  0.637  -1.458  1.222
H  -1.295  -0.994  -0.582  0.208
H  -2.146  0.322  0.252  0.223
H  2.201  0.573  -0.685  -0.194
H  0.823  1.833  -2.271  -0.190
H  0.805  -0.600  -2.231  -0.212

Cartesian forces (eV/Å) of the 3 atoms listed first:
C -1.0 -0.2 -0.2
C 0.3 0.1 0.1
C -0.6 -0.3 -0.3

Output
- energy relative to the best compared isomer or geometry (same formula, charge and spin) (kcal per mole) = 65.9
- Kohn-Sham gap (eV) = 10.7
- E_LUMO (eV) = -0.19
- E_tot (eV) = -16653.325
- max |F| (eV/A) = 1.00
- M (g mol⁻¹) = 115.16